[1]
# C54H48BrN4O6ReS

A structure of composition C54H48BrN4O6ReS (ωB97M-V/def2-TZVPD, OMol25).

ORCA input file:
```
! RIJCOSX wB97M-V def2-TZVPD def2/J DEFGRID3
* xyz 1 2
Re -0.2539 -0.4046 0.2363
O 0.9920 0.6143 5.4960
C 2.1132 0.0016 5.0182
C 3.1810 -0.1325 5.8971
C 4.3561 -0.7251 5.4736
C 4.4907 -1.1774 4.1671
C 3.4271 -1.0560 3.2921
C 2.2332 -0.4810 3.7127
C 1.0497 -0.4146 2.7787
O 1.2248 -1.0452 1.5705
N 0.7299 1.0100 2.5172
N 0.1353 1.2413 1.3454
C 0.2119 2.5672 0.9479
C -0.5603 3.1589 0.0595
Br -2.2190 0.4498 -0.9498
C -1.3403 3.9886 -0.5648
C -2.4860 4.6525 0.0919
C -3.0234 4.1842 1.2912
C -4.0547 4.8711 1.9066
C -4.5543 6.0367 1.3403
C -4.0272 6.5032 0.1461
C -3.0040 5.8105 -0.4816
H 0.2824 0.6340 4.8462
H 3.0660 0.2327 6.9091
H 5.1758 -0.8376 6.1706
H 5.4142 -1.6327 3.8369
H 3.4952 -1.3932 2.2657
H 0.1690 -0.8173 3.3085
H 1.4074 1.7048 2.8182
H 0.9857 3.1689 1.4231
H -1.1763 4.2180 -1.6142
H -2.6352 3.2769 1.7385
H -4.4702 4.4962 2.8330
H -5.3495 6.5811 1.8316
H -4.4119 7.4095 -0.3022
H -2.5938 6.1800 -1.4137
C 2.2564 -3.9607 -4.4411
C 1.7269 -2.5392 -4.5873
C 1.8978 -2.0503 -6.0166
O 0.3451 -2.4437 -4.2386
C 0.1792 -1.7828 -3.0109
C 1.5931 -1.3566 -2.5885
O 2.4057 -1.6665 -3.6944
C 1.7240 0.1506 -2.1968
O 1.0673 0.4114 -0.9872
C 3.2113 0.5089 -1.9642
C 3.5936 1.8490 -2.0009
C 4.9127 2.2166 -1.7902
C 5.8709 1.2491 -1.5238
C 5.4923 -0.0811 -1.4493
C 4.1710 -0.4501 -1.6643
C 1.1605 1.0523 -3.3041
C 0.0919 1.9018 -3.0479
C -0.4045 2.7318 -4.0443
C 0.1591 2.7187 -5.3091
C 1.2440 1.8907 -5.5611
C 1.7549 1.0754 -4.5634
C -0.5356 -2.6739 -1.9293
O -0.3160 -2.0691 -0.6841
C -2.0441 -2.7255 -2.2324
C -2.5740 -2.4842 -3.4926
C -3.9469 -2.5691 -3.6938
C -4.7976 -2.8732 -2.6441
C -4.2707 -3.1295 -1.3862
C -2.9010 -3.0745 -1.1933
C 0.0325 -4.0914 -1.9015
C -0.4421 -5.0798 -2.7572
C 0.0921 -6.3581 -2.7145
C 1.1086 -6.6660 -1.8221
C 1.5888 -5.6857 -0.9675
C 1.0485 -4.4080 -1.0036
H 1.5608 -4.6590 -4.9022
H 2.3771 -4.2198 -3.3914
H 3.2246 -4.0338 -4.9356
H 1.5162 -2.8050 -6.7027
H 2.9563 -1.8826 -6.2140
H 1.3468 -1.1231 -6.1593
H -0.4676 -0.9104 -3.1568
H 1.9091 -1.9285 -1.7086
H 2.8537 2.6134 -2.2007
H 5.1938 3.2607 -1.8402
H 6.9051 1.5308 -1.3759
H 6.2275 -0.8433 -1.2250
H 3.9175 -1.5000 -1.6138
H -0.3391 1.9274 -2.0578
H -1.2403 3.3885 -3.8329
H -0.2265 3.3630 -6.0882
H 1.7087 1.8825 -6.5390
H 2.6304 0.4753 -4.7537
H -1.9268 -2.2360 -4.3243
H -4.3534 -2.3916 -4.6813
H -5.8669 -2.9200 -2.8044
H -4.9226 -3.3729 -0.5557
H -2.4797 -3.3159 -0.2305
H -1.2312 -4.8513 -3.4594
H -0.2902 -7.1166 -3.3856
H 1.5271 -7.6636 -1.7973
H 2.3944 -5.9174 -0.2816
H 1.4223 -3.6446 -0.3324
N -0.3529 -3.3842 1.9614
C -1.4540 -2.6625 2.0981
N -1.6004 -1.3795 1.7552
C -2.8462 -0.8870 2.1632
C -3.2832 0.4296 2.0787
C -4.5504 0.7472 2.5363
C -5.3834 -0.2225 3.0852
C -4.9511 -1.5331 3.2030
C -3.6793 -1.8402 2.7508
S -2.8589 -3.3791 2.8445
H 0.4996 -2.9070 1.6869
H -0.3581 -4.3700 2.1565
H -2.6458 1.1895 1.6472
H -4.8928 1.7712 2.4680
H -6.3718 0.0467 3.4311
H -5.5800 -2.2981 3.6379
*
```

Calculated values
Relative energy (zero: lowest compared OMol25 entry of this formula, charge and spin): 110.3 kJ/mol
⟨S²⟩: 0.79
Gap between HOMO and LUMO (spin up / spin down): 5.75 / 6.02 eV
Lowest unoccupied orbital energy (spin up / spin down): -5.06 / -4.74 eV

Results of the Löwdin charge analysis, in e, for atoms 1 through 5:
1 Re 1.58
2 O 0.07
3 C -0.27
4 C 0.00
5 C -0.06

***

[2]
# C54H49HfN4O4P

A structure of composition C54H49HfN4O4P (ωB97M-V/def2-TZVPD, OMol25).

ORCA input file:
```
! RIJCOSX wB97M-V def2-TZVPD def2/J DEFGRID3
* xyz 2 1
Hf -0.2087 -0.1188 0.3505
O -0.0665 -1.9163 -0.3350
C 0.7052 -3.0932 -0.3241
C 1.1849 -3.2668 1.1188
C 2.0050 -2.1518 1.7269
C 3.1312 -2.5136 2.4499
C 3.7889 -1.5795 3.2259
C 3.2805 -0.2955 3.2828
C 2.1778 0.0378 2.5171
C 1.6095 1.4296 2.6448
C 0.1263 1.4457 3.0712
O -0.6222 0.8120 2.0403
C -0.0035 0.7018 4.3982
C -0.2769 -0.6611 4.4530
C -0.3159 -1.3289 5.6708
C -0.0650 -0.6428 6.8483
C 0.2251 0.7136 6.8015
C 0.2546 1.3806 5.5864
C -0.4189 2.8698 3.1644
C 0.3191 3.9998 2.8394
C -0.2650 5.2633 2.8826
C -1.5922 5.4043 3.2458
C -2.3374 4.2771 3.5763
C -1.7531 3.0243 3.5374
N 1.5732 -0.8666 1.7036
C -0.1906 -4.2618 -0.7460
C 0.0323 -5.5696 -0.3291
C -0.7837 -6.6026 -0.7724
C -1.8339 -6.3444 -1.6379
C -2.0705 -5.0411 -2.0517
C -1.2570 -4.0117 -1.6059
C 1.9018 -2.9858 -1.2767
C 2.0708 -1.9049 -2.1302
C 3.1557 -1.8355 -3.0021
C 4.1008 -2.8467 -3.0142
C 3.9407 -3.9352 -2.1644
C 2.8487 -4.0094 -1.3167
H 1.7740 -4.1766 1.2038
H 0.2943 -3.4050 1.7414
H 3.4631 -3.5418 2.4246
H 4.6584 -1.8572 3.8067
H 3.7192 0.4516 3.9288
H 1.6921 1.9788 1.7094
H 2.1985 1.9682 3.3859
H -0.4425 -1.2237 3.5435
H -0.5424 -2.3869 5.6956
H -0.0974 -1.1604 7.7974
H 0.4181 1.2585 7.7160
H 0.4614 2.4442 5.5661
H 1.3656 3.9259 2.5712
H 0.3276 6.1374 2.6451
H -2.0437 6.3865 3.2892
H -3.3717 4.3795 3.8773
H -2.3334 2.1509 3.8117
H 0.8357 -5.8150 0.3532
H -0.5956 -7.6126 -0.4337
H -2.4658 -7.1516 -1.9822
H -2.8917 -4.8259 -2.7233
H -1.4604 -2.9957 -1.9177
H 1.3160 -1.1319 -2.1692
H 3.2365 -1.0025 -3.6913
H 4.9405 -2.8053 -3.6948
H 4.6631 -4.7405 -2.1756
H 2.7317 -4.8852 -0.6916
O -2.3374 -1.2295 1.7966
N -2.4438 -0.5917 0.5479
C -3.5081 -0.9208 -0.0668
C -3.9120 -0.4942 -1.4039
C -5.1853 -0.9249 -1.7826
C -5.7336 -0.5512 -2.9977
C -5.0077 0.2646 -3.8487
C -3.7346 0.6875 -3.4885
C -3.1674 0.3184 -2.2754
P -1.4738 0.9208 -1.9260
C -0.6663 0.7425 -3.5435
C -0.2907 -0.5545 -3.8976
C 0.2560 -0.8119 -5.1432
C 0.4379 0.2296 -6.0446
C 0.0648 1.5204 -5.6998
C -0.4916 1.7809 -4.4544
C -1.6971 2.6922 -1.5946
C -2.8661 3.1559 -0.9972
C -2.9678 4.4815 -0.5960
C -1.9107 5.3544 -0.7960
C -0.7446 4.9018 -1.4028
C -0.6323 3.5755 -1.7876
H -2.0599 -0.5064 2.3966
H -4.1988 -1.5651 0.4722
H -5.7519 -1.5558 -1.1093
H -6.7210 -0.8930 -3.2754
H -5.4248 0.5696 -4.7989
H -3.1701 1.3090 -4.1721
H -0.4292 -1.3691 -3.1958
H 0.5391 -1.8223 -5.4069
H 0.8639 0.0337 -7.0195
H 0.1951 2.3288 -6.4069
H -0.8056 2.7878 -4.2134
H -3.7029 2.4866 -0.8403
H -3.8798 4.8311 -0.1312
H -1.9976 6.3891 -0.4931
H 0.0686 5.5924 -1.5906
H 0.2736 3.2309 -2.2710
C 4.7746 1.3934 -1.0315
N 3.4194 0.9092 -0.8051
C 2.3736 1.6889 -0.5925
N 2.5143 3.0136 -0.5049
O 1.2035 1.1933 -0.4480
H 5.4261 0.5318 -1.1413
H 5.1257 1.9764 -0.1793
H 4.8374 1.9919 -1.9419
H 3.2211 -0.0717 -0.9637
H 3.4019 3.4684 -0.6321
H 1.6940 3.5702 -0.3186
*
```

Calculated values
Relative energy (zero: lowest compared OMol25 entry of this formula, charge and spin): 26.4 kJ/mol
Gap between HOMO and LUMO: 7.81 eV
Lowest unoccupied orbital energy: -5.33 eV

Results of the Löwdin charge analysis, in e, for atoms 1 through 5:
1 Hf 1.61
2 O -0.31
3 C -0.42
4 C -0.05
5 C -0.20

***

[3]
# C54H50AsCrN3O6SSi

A structure of composition C54H50AsCrN3O6SSi (ωB97M-V/def2-TZVPD, OMol25).

ORCA input file:
```
! RIJCOSX wB97M-V def2-TZVPD def2/J DEFGRID3
* xyz -2 5
Cr 0.1001 -0.9412 1.2351
O 3.3276 -4.4600 4.6063
C 2.2820 -4.0521 5.2853
O 2.0717 -4.3992 6.4228
C 1.3315 -3.1327 4.5879
C 0.1957 -2.6073 5.1595
N -0.3873 -1.8514 4.2376
N 0.2788 -1.8402 3.1080
C 1.3212 -2.6127 3.2896
C 2.2391 -2.7431 2.0945
O 3.2828 -3.3900 2.2330
O 1.8337 -2.1589 1.0770
H 3.3466 -4.0871 3.6574
H -0.2110 -2.7413 6.1504
H -1.2798 -1.3706 4.2450
C 6.2060 -0.0475 -4.8479
C 5.0052 -0.4880 -4.0433
C 4.3478 -1.6824 -4.3168
C 3.2019 -2.0621 -3.6235
C 2.5706 -3.4042 -3.9550
C 2.6698 -1.2180 -2.6296
As 1.0322 -1.9174 -1.7367
N 0.1475 -0.5892 -0.7798
C -0.6337 0.3512 -1.4763
C -1.8908 0.7359 -0.9885
C -2.6669 1.6927 -1.6375
C -2.2176 2.3144 -2.8006
C -0.9621 1.9656 -3.2862
C -0.1859 1.0130 -2.6365
C -0.2652 -2.1138 -3.2517
C -0.1580 -1.7628 -4.6054
C 0.9682 -0.9483 -5.2194
C -1.1487 -2.1684 -5.5111
C -2.2545 -2.8982 -5.1259
C -3.2930 -3.3495 -6.1227
C -2.3740 -3.2142 -3.7775
C -1.4171 -2.8406 -2.8413
C -1.6865 -3.2300 -1.3983
C 3.4047 -0.0761 -2.2486
C 3.1081 0.7433 -1.0133
C 4.5336 0.2811 -2.9907
H 6.5160 -0.8275 -5.5495
H 7.0582 0.1857 -4.2009
H 5.9818 0.8543 -5.4277
H 4.7313 -2.3391 -5.0975
H 3.1384 -3.9102 -4.7375
H 1.5363 -3.3115 -4.2931
H 2.5537 -4.0480 -3.0715
H -2.2531 0.2532 -0.0913
H -3.6394 1.9488 -1.2217
H -2.8259 3.0509 -3.3108
H -0.5730 2.4531 -4.1774
H 0.8096 0.7938 -2.9979
H 1.8024 -0.7783 -4.5510
H 0.5791 0.0293 -5.5246
H 1.3525 -1.4471 -6.1169
H -1.0347 -1.8868 -6.5572
H -3.0471 -3.0044 -7.1290
H -4.2849 -2.9652 -5.8665
H -3.3639 -4.4410 -6.1487
H -3.2451 -3.7692 -3.4347
H -2.6807 -3.6704 -1.3066
H -1.6521 -2.3703 -0.7349
H -0.9560 -3.9513 -1.0296
H 2.0626 0.7037 -0.7278
H 3.4105 1.7888 -1.1407
H 3.6753 0.3411 -0.1665
H 5.0636 1.1920 -2.7108
O -8.7076 1.0385 0.8438
C -7.6247 1.6478 1.3864
O -7.7470 2.7710 1.7584
C -6.3761 0.8343 1.4673
C -5.1760 1.4769 1.7450
C -3.9879 0.7685 1.8545
C -3.9502 -0.6346 1.7162
S -2.4999 -1.5689 1.9403
C -5.1761 -1.2697 1.4255
C -6.3526 -0.5502 1.3087
H -8.4306 0.1882 0.4836
H -5.1884 2.5556 1.8668
H -3.0632 1.3015 2.0482
H -5.1756 -2.3465 1.3032
H -7.2663 -1.1089 1.1191
C 5.1371 2.0021 3.0258
C 4.4199 3.0005 2.3755
C 3.0603 2.8298 2.1069
C 2.3780 1.6639 2.4760
C 3.1276 0.6737 3.1264
C 4.4833 0.8317 3.4022
Si 0.5011 1.3564 2.1802
C -0.0255 3.0242 1.3857
C -0.7724 3.9998 2.0676
C -1.1423 5.2005 1.4610
C -0.7596 5.4695 0.1524
C -0.0133 4.5241 -0.5462
C 0.3371 3.3227 0.0632
C -0.1694 1.6256 3.9761
C -1.4652 1.1873 4.2980
C -2.0272 1.3838 5.5624
C -1.2948 2.0288 6.5542
C -0.0087 2.4768 6.2646
C 0.5400 2.2793 4.9962
H 6.1944 2.1344 3.2411
H 4.9194 3.9155 2.0729
H 2.5194 3.6232 1.5945
H 2.6394 -0.2509 3.4312
H 5.0303 0.0357 3.8982
H -1.0787 3.8208 3.0960
H -1.7320 5.9268 2.0154
H -1.0475 6.4014 -0.3223
H 0.2858 4.7108 -1.5731
H 0.8941 2.5944 -0.5166
H -2.0565 0.6836 3.5285
H -3.0362 1.0357 5.7675
H -1.7226 2.1857 7.5402
H 0.5705 2.9862 7.0299
H 1.5465 2.6398 4.7981
*
```

Calculated values
Relative energy (zero: lowest compared OMol25 entry of this formula, charge and spin): 21.2 kJ/mol
⟨S²⟩: 6.02
Gap between HOMO and LUMO (spin up / spin down): 5.56 / 6.47 eV
Lowest unoccupied orbital energy (spin up / spin down): 3.92 / 3.91 eV

Results of the Löwdin charge analysis, in e, for atoms 1 through 5:
1 Cr 0.37
2 O 0.11
3 C -0.52
4 O 0.07
5 C -0.05

***

[4]
# C54H50BO13PS

A cluster of 4 separate species, C54H50BO13PS in total (ωB97M-V/def2-TZVPD, OMol25).

ORCA input file:
```
! RIJCOSX wB97M-V def2-TZVPD def2/J DEFGRID3
* xyz 0 1
C 3.8661 -3.4618 0.3764
C 2.8612 -3.6189 -0.8365
C 2.1909 -2.2240 -1.0278
O 3.2536 -1.3240 -1.3946
C 2.7062 -0.0092 -1.3593
C 3.2592 0.7269 -0.0996
C 4.5368 1.6040 -0.4019
C 5.2966 1.9914 0.9282
O 5.6934 0.8290 1.6660
B 6.7030 2.6664 0.4703
O 7.5153 3.4200 1.3509
O 7.1904 2.4901 -0.8392
C 8.5968 2.2461 -0.8609
O 4.5271 2.8608 1.7554
S 3.0691 2.1958 2.1997
O 2.3011 3.3039 2.8292
O 3.1846 1.0872 3.1724
C 2.1895 1.5436 0.7067
P 1.5011 3.0534 -0.1819
C 0.8589 2.6043 -1.8806
C -0.0613 3.4971 0.7812
C -0.8640 2.2418 1.2590
H 4.8154 -2.9853 0.0644
H 4.0281 -4.4155 0.9081
H 3.3877 -2.7440 1.0785
H 3.3965 -3.9245 -1.7569
H 2.1324 -4.3902 -0.5159
H 1.4219 -2.2084 -1.8260
H 1.7948 -1.9002 -0.0400
H 2.9254 0.5814 -2.2727
H 1.5974 -0.0571 -1.2812
H 3.6247 -0.0713 0.5882
H 5.2068 0.9378 -0.9863
H 4.2837 2.5162 -0.9756
H 5.6895 0.0911 1.0496
H 7.7789 2.8863 2.1041
H 8.9432 1.5136 -0.1067
H 9.2017 3.1716 -0.7714
H 8.8542 1.8171 -1.8535
H 1.4378 0.8320 1.1015
H 0.2547 1.6669 -1.9012
H 0.1677 3.3992 -2.2360
H 1.6670 2.5598 -2.6397
H -0.7052 4.0075 0.0254
H 0.1288 4.2425 1.5691
H -0.4336 1.7901 2.1794
H -1.9430 2.4159 1.3923
H -0.7710 1.4501 0.4799
C -7.1623 -2.3655 1.9177
C -6.6847 -1.1337 1.4787
C -5.3818 -0.7517 1.7624
C -4.5541 -1.5966 2.4977
C -5.0407 -2.8213 2.9581
C -6.3436 -3.2078 2.6562
C -4.1867 -3.7110 3.7840
O -4.6082 -4.7796 4.1818
C -2.8121 -3.2667 4.1217
C -2.0158 -4.0610 4.9423
C -0.7240 -3.6603 5.2536
C -0.2182 -2.4693 4.7399
C -1.0093 -1.6719 3.9263
C -2.3114 -2.0635 3.6225
C -3.1584 -1.1860 2.7805
O -2.7165 -0.1425 2.3343
H -8.1769 -2.6660 1.6877
H -7.3292 -0.4723 0.9131
H -5.0113 0.2047 1.4156
H -6.7197 -4.1623 3.0006
H -2.4039 -4.9892 5.3413
H -0.1085 -4.2773 5.8963
H 0.7923 -2.1609 4.9781
H -0.6146 -0.7438 3.5323
C 3.0378 -8.1695 -8.6154
C 1.7495 -7.8886 -9.0620
C 1.1532 -6.6761 -8.7484
C 1.8394 -5.7430 -7.9761
C 3.1219 -6.0344 -7.5087
C 3.7231 -7.2459 -7.8401
C 3.8479 -5.0713 -6.6446
O 4.9668 -5.3226 -6.2402
C 3.1790 -3.7993 -6.2764
C 3.8225 -2.9090 -5.4206
C 3.2118 -1.7110 -5.0799
C 1.9599 -1.3927 -5.5993
C 1.3123 -2.2784 -6.4480
C 1.9157 -3.4882 -6.7816
C 1.1987 -4.4426 -7.6619
O 0.1037 -4.1667 -8.1134
H 3.5053 -9.1130 -8.8686
H 1.2113 -8.6159 -9.6570
H 0.1536 -6.4583 -9.1013
H 4.7224 -7.4692 -7.4899
H 4.7971 -3.1517 -5.0171
H 3.7115 -1.0226 -4.4094
H 1.4870 -0.4537 -5.3377
H 0.3372 -2.0304 -6.8466
C -7.5809 8.5798 3.7597
C -6.3367 9.1288 3.4619
C -5.2300 8.3056 3.3157
C -5.3607 6.9291 3.4783
C -6.6034 6.3812 3.8000
C -7.7151 7.2097 3.9292
C -6.7502 4.9216 4.0240
O -7.8343 4.4434 4.3002
C -5.5490 4.0594 3.9128
C -5.6566 2.6960 4.1755
C -4.5420 1.8778 4.0617
C -3.3162 2.4139 3.6763
C -3.2027 3.7733 3.4191
C -4.3159 4.6008 3.5457
C -4.1737 6.0567 3.3019
O -3.1035 6.5285 2.9682
H -8.4458 9.2230 3.8648
H -6.2314 10.1999 3.3420
H -4.2649 8.7345 3.0791
H -8.6825 6.7862 4.1658
H -6.6082 2.2736 4.4721
H -4.6281 0.8188 4.2713
H -2.4516 1.7736 3.5806
H -2.2466 4.1876 3.1252
*
```

Calculated values
Gap between HOMO and LUMO: 7.27 eV
SMILES: CCCOC[C@H]1C[C@@](O)(B(O)OC)OS(=O)(=O)[C@H]1P(C)CC.O=C1c2ccccc2C(=O)c2ccccc21.O=C1c2ccccc2C(=O)c2ccccc21.O=C1c2ccccc2C(=O)c2ccccc21
Lowest unoccupied orbital energy: -1.22 eV

Results of the Löwdin charge analysis, in e, for atoms 1 through 5:
1 C -0.10
2 C -0.19
3 C -0.23
4 O -0.17
5 C -0.20

***

It is found that the DFT total energy values, taken in the order of the records, are -158024.632, -81533.224, -181544.334, -104228.678 eV.